Computed, not measured: C24H16Br2Cl5NO3ReS as an isolated structure in a non-equilibrium geometry, with wB97M-V/def2-TZVPD.

The net charge is +2. For the energy above the lowest of the compared OMol25 structures with the same formula, charge and spin, the calculation gives 0.0 kcal/mol. The calculation puts the strongest force on any atom at 1.65 eV Å⁻¹. Its gap between HOMO and LUMO (spin up / spin down) is 5.850 / 6.207 eV. As for the spin multiplicity: 2. Its energy is -9129.5659 hartree. The LUMO energy (spin up / spin down) is -0.289 / -0.284 Eh.

```
53
Properties=species:S:1:pos:R:3:forces:R:3:lowdin_charge:R:1
Re -0.251 0.108 0.591 0.0 0.4 -1.6 1.497
Cl -3.374 -4.489 4.947 0.0 0.0 0.0 0.767
C -2.551 -3.706 3.676 0.1 0.1 0.0 -0.706
C -1.958 -2.461 3.906 0.0 -0.2 -0.1 -0.714
Cl -2.036 -1.688 5.426 0.0 0.1 0.1 0.770
C -1.299 -1.857 2.850 0.0 -0.2 -0.2 -0.531
Cl -0.482 -0.320 3.038 0.0 -0.1 0.6 0.847
C -1.197 -2.424 1.584 -0.3 -0.4 0.3 -0.422
O -0.530 -1.777 0.619 0.2 0.3 0.3 -0.248
C -1.799 -3.669 1.359 0.1 0.3 0.2 -0.617
Cl -1.704 -4.353 -0.199 0.0 0.0 -0.1 0.800
C -2.471 -4.303 2.406 0.0 0.1 0.1 -0.688
Cl -3.206 -5.814 2.138 0.0 0.0 0.0 0.777
C 2.707 0.282 2.393 -0.1 0.0 0.0 -0.029
C 2.851 0.101 0.918 -0.1 0.0 0.0 -0.252
C 4.134 -0.008 0.366 0.1 0.0 -0.1 0.028
C 4.328 -0.161 -0.984 0.0 0.0 0.2 0.040
C 3.216 -0.173 -1.843 -0.3 0.0 0.1 -0.163
C 3.260 -0.277 -3.262 0.0 0.0 0.0 -0.593
Br 4.912 -0.467 -4.144 -0.2 0.0 0.1 0.883
C 2.106 -0.233 -3.999 0.0 0.0 0.0 -0.126
C 0.852 -0.084 -3.373 0.0 0.0 0.2 -0.587
Br -0.712 0.000 -4.396 0.1 0.0 0.0 0.884
C 0.779 0.005 -2.003 0.0 0.0 -0.2 -0.334
O -0.386 0.161 -1.317 0.1 0.0 0.4 -0.245
C 1.950 -0.050 -1.237 0.1 0.0 -0.1 -0.120
N 1.768 0.049 0.131 0.2 -0.1 -0.2 0.005
H 3.674 0.506 2.836 0.0 0.0 0.0 0.098
H 2.329 -0.628 2.859 0.0 0.0 0.0 0.081
H 2.032 1.108 2.622 0.0 0.0 0.0 0.070
H 4.979 0.028 1.038 0.0 0.0 0.0 0.132
H 5.326 -0.252 -1.389 0.0 0.0 0.0 0.106
H 2.154 -0.307 -5.076 0.0 0.0 0.0 0.113
C -5.040 -1.337 2.680 0.0 -0.1 0.0 -0.005
C -4.134 -0.228 2.245 0.0 0.1 0.0 -0.228
C -3.867 0.847 3.090 0.0 -0.1 0.0 0.010
C -3.033 1.889 2.701 0.1 0.1 -0.1 -0.063
C -2.485 1.874 1.429 0.0 0.1 0.1 -0.443
C -2.752 0.818 0.538 0.2 0.0 -0.2 -0.157
C -3.560 -0.228 0.969 0.0 0.0 0.0 0.006
S -1.222 3.067 1.067 -0.2 -0.2 -0.2 1.123
C -1.668 3.694 -0.549 0.0 0.0 0.1 -0.179
O -0.011 2.106 0.724 0.0 -0.3 0.4 -0.635
H -4.827 -1.636 3.707 0.0 0.0 0.0 0.085
H -4.951 -2.207 2.032 0.0 0.0 0.0 0.093
H -6.078 -1.000 2.649 0.0 0.0 0.0 0.111
H -4.303 0.863 4.081 0.0 0.0 0.0 0.141
H -2.798 2.687 3.394 0.0 0.0 0.0 0.130
H -2.456 0.855 -0.509 -0.1 0.1 0.0 0.110
H -3.772 -1.044 0.287 0.0 0.0 0.0 0.145
H -1.776 2.878 -1.261 0.0 0.0 0.0 0.067
H -0.871 4.372 -0.851 0.0 0.0 0.0 0.080
H -2.601 4.246 -0.434 0.0 0.0 0.0 0.088
```
Forces are in eV/Å.